Run P
19
Properties=species:S:1:pos:R:3:nbo_charge:R:1 method="wB97M-V/def2-TZVPD" smiles="NS(=O)(=O)O.C#CC(=C)C" lumo_ev=0.4 homo_energy_ev=-9.1 gap_ev=9.50 total_charge=0
C -2.331 2.074 -0.471 -0.246
C -1.964 0.956 -0.215 0.068
C -0.940 -0.514 1.501 -0.510
C -1.474 -1.362 -0.702 -0.650
C -1.471 -0.281 0.283 -0.036
N 3.158 0.864 -0.556 -1.104
O 1.691 0.304 1.381 -0.905
O 2.080 -1.323 -0.356 -0.951
O 0.575 0.608 -0.707 -0.943
S 1.775 0.015 -0.177 2.511
H -2.814 2.865 -1.114 0.250
H -0.676 -1.508 1.818 0.215
H 0.830 -0.212 1.671 0.512
H -0.795 0.207 2.280 0.217
H -1.671 -0.943 -1.756 0.234
H -2.337 -2.160 -0.446 0.232
H -0.479 -1.847 -0.777 0.248
H 3.928 0.350 -0.924 0.429
H 2.916 1.907 -0.734 0.430

=====

Run Q
19
Properties=species:S:1:pos:R:3:nbo_charge:R:1 method="wB97M-V/def2-TZVPD" smiles="CC=[S@]1(=O)C[C@@H](N)C(=O)O1" lumo_ev=0.4 homo_energy_ev=-8.6 gap_ev=8.95 total_charge=0
C 1.572 -0.914 -0.523 0.754
C 0.507 0.664 1.088 -0.568
C 1.584 0.553 -0.006 -0.177
C -1.658 -0.342 -0.890 -0.741
C -3.152 -0.325 -0.714 -0.644
N 2.762 1.201 0.367 -0.802
O 2.610 -1.444 -0.886 -0.558
O -1.374 -1.476 1.458 -0.891
O 0.439 -1.602 -0.238 -0.655
S -0.770 -0.617 0.447 1.929
H 0.895 0.332 2.053 0.250
H -0.158 1.562 1.115 0.252
H 1.275 1.061 -0.961 0.219
H -1.100 0.589 -1.301 0.200
H -3.204 -0.958 0.217 0.240
H -3.530 -0.834 -1.613 0.232
H -3.382 0.705 -0.479 0.211
H 3.143 0.885 1.222 0.361
H 3.542 0.959 -0.357 0.389

=====

The winner here is run Q, beating the second structure by 0.092 eV.

=====

Run P
15
Properties=species:S:1:pos:R:3:nbo_charge:R:1 method="wB97M-V/def2-TZVPD" lumo_ev=0.1 homo_energy_ev=-8.4 gap_ev=8.53 total_charge=0
C -0.127 -1.238 -2.161 -0.315
C -0.661 -0.314 -1.436 -0.709
C -1.467 1.357 0.941 -1.072
Si 1.391 -0.939 1.235 0.346
Si -0.012 0.497 0.061 1.047
H -0.684 -1.743 -2.852 0.192
H 0.836 -1.752 -1.759 0.176
H -1.531 0.094 -1.927 0.221
H -1.237 1.987 1.699 0.239
H -1.996 1.801 0.109 0.244
H -2.035 0.521 1.272 0.235
H 0.457 -1.610 2.100 -0.140
H 2.167 -1.596 0.102 -0.107
H 2.337 -0.481 2.381 -0.102
H 1.311 1.805 -1.343 -0.254

=====

Run Q
15
Properties=species:S:1:pos:R:3:nbo_charge:R:1 method="wB97M-V/def2-TZVPD" lumo_ev=0.7 homo_energy_ev=-9.6 gap_ev=10.34 total_charge=0
C 2.157 1.170 -0.875 -0.344
C 1.302 0.865 0.102 -0.680
C 0.023 -2.014 0.801 -1.054
Si -2.160 0.860 0.128 0.361
Si -0.128 -0.286 -0.202 0.927
H 2.816 1.941 -0.623 0.191
H 2.039 0.812 -1.845 0.201
H 1.548 1.295 1.160 0.225
H 1.022 -2.406 0.829 0.241
H -0.456 -1.950 1.784 0.235
H -0.511 -2.845 0.266 0.241
H -2.225 2.478 0.303 -0.095
H -2.821 0.464 -1.071 -0.139
H -2.788 0.196 1.303 -0.134
H 0.180 -0.580 -2.063 -0.174

=====

The winner here is run Q, beating the second structure by 1.629 eV.

=====

Run P
17
Properties=species:S:1:pos:R:3:nbo_charge:R:1 method="wB97M-V/def2-TZVPD" smiles="CP(C)O.C=NO" lumo_ev=1.0 homo_energy_ev=-8.4 gap_ev=9.40 total_charge=0
C -0.621 2.222 -2.870 -0.177
C 1.061 -0.057 1.572 -0.967
C -0.994 -1.933 1.724 -0.958
N 0.352 1.512 -2.525 -0.084
O 0.462 -1.762 -0.420 -0.991
O 0.695 1.408 -1.221 -0.545
P -0.350 -0.685 0.519 1.051
H -0.846 2.251 -3.923 0.200
H -1.245 2.798 -2.181 0.156
H 0.750 -1.368 -1.245 0.499
H 1.784 0.440 0.929 0.237
H 0.683 0.659 2.297 0.220
H 1.548 -0.880 2.093 0.223
H -1.318 -1.419 2.632 0.226
H -1.851 -2.451 1.292 0.231
H -0.213 -2.657 1.961 0.227
H 0.102 1.921 -0.632 0.450

=====

Run Q
17
Properties=species:S:1:pos:R:3:nbo_charge:R:1 method="wB97M-V/def2-TZVPD" smiles="CC[P@](N)(=O)OC" lumo_ev=0.8 homo_energy_ev=-9.9 gap_ev=10.64 total_charge=0
C 1.709 1.450 0.522 -0.633
C -0.471 -2.126 0.681 -0.282
C 1.008 0.902 -0.679 -0.665
N -1.824 -0.352 -1.151 -1.168
O -1.479 1.530 0.767 -1.088
O -0.694 -0.826 1.075 -0.822
P -0.881 0.397 0.060 2.183
H 1.200 2.390 0.803 0.230
H 1.677 0.705 1.273 0.212
H 2.750 1.623 0.272 0.209
H -0.911 -2.905 1.447 0.190
H 0.631 -2.255 0.642 0.186
H -1.204 -2.310 -0.185 0.213
H 1.593 -0.001 -1.047 0.221
H 0.693 1.665 -1.375 0.220
H -1.245 -0.295 -1.964 0.386
H -2.552 0.407 -1.141 0.407

=====

Run R
17
Properties=species:S:1:pos:R:3:nbo_charge:R:1 method="wB97M-V/def2-TZVPD" lumo_ev=0.5 homo_energy_ev=-9.2 gap_ev=9.75 total_charge=0
C -1.410 -1.252 -1.425 -0.417
C -0.807 1.637 1.373 -0.245
C 2.230 0.024 0.113 -1.007
N -0.263 -0.432 -1.074 -0.974
O 0.623 -2.208 0.650 -1.038
O -0.292 0.467 1.876 -0.783
P 0.623 -0.810 0.270 2.198
H -2.327 -0.931 -0.927 0.196
H -1.559 -1.215 -2.505 0.203
H -1.192 -2.275 -1.127 0.232
H -1.762 1.492 0.840 0.138
H -0.115 2.164 0.693 0.126
H -0.997 2.303 2.221 0.183
H 2.836 -0.595 -0.544 0.259
H 2.137 1.027 -0.285 0.251
H 2.678 0.053 1.101 0.270
H -0.405 0.551 -1.251 0.410

=====

The winner here is run Q, beating the second structure by 0.820 eV.

=====

Run P
17
Properties=species:S:1:pos:R:3:nbo_charge:R:1 method="wB97M-V/def2-TZVPD" lumo_ev="-0.7 / -0.2" homo_energy_ev="-8.8 / -8.1" gap_ev="8.16 / 7.89" total_charge=0
C 0.423 -1.811 -0.090 -0.423
C -2.022 1.147 -1.456 -0.658
C -0.187 0.678 1.740 -0.967
N 1.239 -0.702 -0.022 -0.453
O 1.569 1.853 -0.144 -1.048
O 2.303 -0.698 -0.922 -0.578
P 0.532 0.836 -0.015 1.782
H 0.376 -2.033 -1.112 0.200
H 0.714 -2.697 0.480 0.194
H -0.475 -1.513 0.369 0.208
H -2.364 0.087 -1.480 0.179
H -2.553 1.726 -0.686 0.181
H -1.969 1.613 -2.444 0.190
H 0.682 0.732 2.486 0.247
H -0.681 1.605 1.794 0.229
H -0.808 -0.163 1.962 0.230
H 3.222 -0.660 -0.459 0.486

=====

Run Q
17
Properties=species:S:1:pos:R:3:nbo_charge:R:1 method="wB97M-V/def2-TZVPD" lumo_ev="-0.3 / -0.3" homo_energy_ev="-7.8 / -7.8" gap_ev="7.44 / 7.43" total_charge=0
C -1.018 -1.626 1.855 -0.422
C -1.819 1.340 -1.146 -0.242
C 2.567 0.447 -1.113 -0.280
N 0.073 -0.754 1.468 -0.962
O -0.432 1.454 -1.101 -0.847
O 1.950 -0.074 0.046 -0.804
P 0.536 -0.818 -0.112 1.473
H -1.926 -1.226 2.263 0.218
H -1.324 -2.224 0.935 0.208
H -0.622 -2.393 2.655 0.197
H -2.226 2.281 -1.669 0.167
H -2.364 1.255 -0.094 0.103
H -1.953 0.336 -1.638 0.141
H 2.700 -0.244 -2.006 0.184
H 3.658 0.880 -0.831 0.198
H 1.948 1.227 -1.478 0.231
H 0.251 0.139 1.967 0.435

=====

The winner here is run Q, beating the second structure by 1.367 eV.